{
  "formula": "C25H29NO",
  "method": "wB97M-V/def2-TZVPD",
  "elements": ["C", "H", "H", "H", "C", "N", "H", "C", "C", "H", "H", "C", "C", "C", "C", "C", "C", "C", "H", "H", "H", "H", "H", "C", "C", "C", "C", "C", "C", "H", "H", "H", "H", "H", "H", "H", "H", "C", "H", "H", "C", "C", "C", "C", "C", "C", "C", "H", "H", "O", "H", "H", "H", "H", "H", "H"],
  "positions_angstrom": [[0.34, 2.20, 1.47], [0.09, 1.17, 1.70], [1.08, 2.55, 2.19], [-0.55, 2.81, 1.59], [0.90, 2.32, 0.05], [0.12, 1.68, -0.99], [0.06, 0.69, -0.83], [-1.19, 2.22, -1.30], [-2.39, 1.66, -0.53], [-2.23, 1.78, 0.54], [-3.27, 2.25, -0.81], [-2.68, 0.19, -0.86], [-4.08, -0.25, -0.49], [-4.82, 0.33, 0.52], [-6.08, -0.13, 0.84], [-6.63, -1.20, 0.15], [-5.90, -1.79, -0.87], [-4.64, -1.33, -1.18], [-4.07, -1.80, -1.98], [-6.32, -2.63, -1.42], [-7.61, -1.56, 0.39], [-6.64, 0.34, 1.63], [-4.41, 1.17, 1.08], [-1.71, -0.75, -0.17], [-0.85, -1.55, -0.90], [0.04, -2.40, -0.27], [0.08, -2.47, 1.11], [-0.79, -1.69, 1.86], [-1.68, -0.84, 1.22], [-2.37, -0.25, 1.81], [-0.78, -1.74, 2.94], [0.78, -3.13, 1.61], [0.72, -3.01, -0.85], [-0.86, -1.50, -1.98], [-2.56, 0.06, -1.94], [-1.36, 2.04, -2.37], [-1.15, 3.30, -1.16], [2.34, 1.78, -0.04], [2.65, 1.84, -1.08], [3.00, 2.43, 0.55], [2.50, 0.34, 0.45], [3.90, -0.14, 0.18], [4.23, -0.71, -1.03], [5.52, -1.12, -1.31], [6.52, -0.95, -0.36], [6.21, -0.37, 0.87], [4.91, 0.03, 1.13], [4.67, 0.47, 2.08], [6.99, -0.25, 1.60], [7.81, -1.33, -0.58], [7.89, -1.71, -1.46], [5.76, -1.57, -2.26], [3.46, -0.85, -1.78], [1.80, -0.31, -0.07], [2.30, 0.28, 1.52], [0.94, 3.39, -0.21]],
  "mulliken_charge": [-1.443, 0.173, 0.468, 0.403, 0.417, -0.136, 0.023, -1.493, -0.390, -0.072, 0.558, 0.286, -0.345, 0.044, -0.873, -0.414, -0.718, -0.231, 0.381, 0.387, 0.381, 0.392, 0.358, -0.011, 0.317, -0.772, -0.371, -0.792, -0.253, 0.408, 0.406, 0.435, 0.412, 0.299, 0.623, 0.477, 0.519, -1.011, 0.392, 0.434, 0.502, -0.556, -0.386, -0.656, 0.951, -0.754, -0.327, 0.399, 0.404, -0.558, 0.270, 0.253, 0.428, -0.558, 0.439, 0.481],
  "smiles": "C[C@@H](CCc1ccc(O)cc1)NCCC(c1ccccc1)c1ccccc1",
  "e_homo_ev": -8.24,
  "de_lowest_kj_mol": 0.00,
  "lumo_ev": 0.800
}


{
  "formula": "C36H89N5",
  "method": "wB97M-V/def2-TZVPD",
  "elements": ["C", "C", "N", "C", "C", "C", "C", "H", "H", "H", "H", "H", "H", "H", "H", "H", "H", "H", "H", "H", "H", "H", "C", "C", "N", "C", "C", "C", "C", "H", "H", "H", "H", "H", "H", "H", "H", "H", "H", "H", "H", "H", "H", "H", "C", "C", "N", "C", "C", "C", "C", "H", "H", "H", "H", "H", "H", "H", "H", "H", "H", "H", "H", "H", "H", "H", "C", "C", "N", "C", "C", "C", "C", "H", "H", "H", "H", "H", "H", "H", "H", "H", "H", "H", "H", "H", "H", "H", "C", "C", "N", "C", "C", "C", "C", "H", "H", "H", "H", "H", "H", "H", "H", "H", "H", "H", "H", "H", "H", "H", "C", "C", "C", "C", "C", "C", "H", "H", "H", "H", "H", "H", "H", "H", "H", "H", "H", "H", "H", "H"],
  "positions_angstrom": [[3.79, 6.65, 3.84], [3.49, 5.36, 2.93], [3.46, 4.15, 3.75], [2.14, 3.86, 4.53], [0.90, 3.62, 3.67], [3.91, 2.98, 2.97], [5.38, 3.09, 2.61], [4.55, 6.40, 4.51], [2.95, 6.89, 4.56], [4.14, 7.59, 3.63], [4.25, 5.44, 2.29], [2.52, 5.49, 2.43], [2.05, 4.58, 5.24], [2.32, 2.97, 5.02], [0.83, 2.78, 2.99], [0.47, 4.56, 3.44], [0.02, 3.44, 4.44], [3.28, 2.64, 2.18], [3.79, 2.04, 3.52], [6.11, 3.24, 3.56], [5.49, 3.86, 1.97], [5.61, 2.27, 2.34], [-0.13, -0.03, 2.56], [-0.60, -1.25, 1.75], [-0.52, -0.83, 0.27], [-0.02, -1.92, -0.68], [-0.95, -3.21, -0.80], [-1.74, -0.15, -0.24], [-1.31, 1.10, -1.12], [-0.96, 0.57, 2.95], [0.32, 0.44, 1.82], [0.33, -0.29, 3.38], [-1.57, -1.65, 2.00], [-0.13, -2.13, 2.13], [0.73, -2.49, -0.19], [0.37, -1.59, -1.71], [-1.90, -2.95, -1.36], [-1.70, -3.37, 0.19], [-0.66, -4.23, -1.01], [-2.42, 0.38, 0.74], [-2.22, -0.94, -0.68], [-0.24, 0.95, -1.28], [-1.24, 1.88, -0.36], [-1.98, 1.24, -1.91], [-2.91, 1.81, -4.87], [-2.88, 0.38, -5.61], [-2.69, 0.54, -7.16], [-2.38, -0.89, -7.77], [-3.33, -1.94, -7.52], [-3.82, 1.18, -7.72], [-3.31, 2.10, -8.99], [-2.08, 2.30, -5.32], [-2.52, 1.75, -3.92], [-3.83, 2.18, -5.04], [-3.75, -0.15, -5.38], [-2.12, -0.33, -5.10], [-1.48, -1.06, -7.47], [-2.27, -0.81, -8.81], [-4.27, -2.13, -8.21], [-3.51, -2.16, -6.38], [-2.85, -2.90, -7.86], [-4.35, 1.75, -7.12], [-4.61, 0.51, -8.11], [-2.39, 2.37, -8.89], [-3.92, 2.97, -9.14], [-3.25, 1.59, -9.99], [3.45, -0.58, 0.29], [3.19, -0.29, -1.18], [4.46, -0.08, -1.95], [4.50, -0.53, -3.42], [3.48, 0.33, -4.21], [5.01, 1.29, -1.71], [6.47, 1.24, -1.56], [2.58, -1.15, 0.81], [3.69, 0.39, 0.70], [4.33, -1.22, 0.39], [2.34, 0.40, -1.03], [2.54, -1.10, -1.34], [4.16, -1.54, -3.46], [5.45, -0.48, -3.90], [3.28, -0.19, -5.09], [3.83, 1.37, -4.53], [2.56, 0.60, -3.47], [4.57, 1.60, -0.68], [4.84, 1.73, -2.52], [6.73, 0.59, -0.72], [6.80, 2.23, -1.53], [6.82, 0.79, -2.60], [3.11, -5.01, 0.20], [2.82, -4.08, 1.39], [2.37, -4.81, 2.63], [2.80, -4.10, 3.89], [1.93, -2.81, 3.99], [1.06, -5.50, 2.65], [1.09, -6.82, 3.41], [2.41, -5.89, -0.15], [4.06, -5.68, 0.43], [3.28, -4.34, -0.68], [1.85, -3.41, 1.07], [3.70, -3.52, 1.52], [3.91, -3.74, 3.70], [2.69, -4.72, 4.65], [0.88, -2.88, 4.25], [1.79, -2.31, 3.10], [2.41, -2.30, 4.79], [0.94, -5.82, 1.70], [0.13, -4.89, 2.94], [0.02, -7.18, 3.31], [1.36, -6.59, 4.52], [1.85, -7.46, 3.20], [-8.25, -0.38, 4.43], [-7.18, -1.15, 3.58], [-6.62, -0.26, 2.48], [-5.84, 0.93, 2.99], [-5.27, 1.98, 1.85], [-4.50, 3.10, 2.40], [-9.20, -0.86, 4.88], [-8.83, 0.47, 3.94], [-7.73, 0.27, 5.30], [-7.68, -2.08, 3.33], [-6.32, -1.46, 4.08], [-7.27, 0.19, 1.79], [-6.07, -0.70, 1.85], [-4.88, 0.64, 3.43], [-6.39, 1.47, 3.58], [-6.24, 2.27, 1.29], [-4.81, 1.40, 1.21], [-3.98, 3.59, 1.35], [-3.57, 2.85, 2.90], [-5.24, 3.69, 3.00]],
  "mulliken_charge": [-1.450, -0.535, 0.249, -1.058, -0.787, -0.597, -2.166, 0.425, 0.254, 0.514, 0.482, 0.300, 0.521, 0.449, 0.122, 0.409, 0.351, 0.433, 0.415, 0.181, 0.457, 1.029, -2.157, 0.352, 0.740, 0.925, -1.262, -0.573, -0.986, 0.334, 0.511, 1.001, 0.476, -0.665, -1.108, 0.396, 0.353, 0.192, 0.421, -0.115, 0.675, 0.067, 0.392, 0.249, -0.929, -0.543, 0.005, -1.057, -0.753, -0.535, -1.520, 0.359, -0.018, 0.443, 0.415, 0.337, 0.655, 0.364, 0.249, 0.192, 0.370, 0.570, 0.267, 0.515, 0.400, 0.312, 0.111, -1.372, 0.325, -0.598, -0.844, -0.490, -1.261, -0.276, -0.363, 0.350, 0.321, 0.684, 0.361, 0.368, 0.446, 0.255, 0.101, 0.158, 0.634, 0.304, 0.444, 0.207, -1.551, -0.221, 0.268, -0.852, -0.249, -0.207, -1.379, 0.241, 0.369, 0.351, -0.212, 0.566, 0.285, 0.471, 0.309, -0.429, 0.528, 0.363, 0.124, 0.371, 0.233, 0.419, -0.976, -0.605, -1.376, -0.643, -0.717, -0.958, 0.320, 0.265, 0.207, 0.333, 0.367, 0.505, 0.761, 0.253, 0.664, 0.314, 0.520, 0.223, 0.231, 0.338],
  "smiles": "CCN(CC)CC.CCN(CC)CC.CCN(CC)CC.CCN(CC)CC.CCN(CC)CC.CCCCCC",
  "e_homo_ev": -7.94,
  "de_lowest_kj_mol": 337.96,
  "lumo_ev": 0.546
}


{
  "formula": "C4H6N2O",
  "method": "wB97M-V/def2-TZVPD",
  "elements": ["N", "C", "C", "C", "C", "O", "N", "H", "H", "H", "H", "H", "H"],
  "positions_angstrom": [[-2.17, -0.09, -0.02], [-0.83, 0.13, 0.30], [-0.06, 1.28, 0.34], [1.30, 0.86, 0.42], [1.32, -0.51, 0.41], [2.03, -1.24, -0.53], [-0.01, -0.94, 0.49], [-2.43, 0.52, -0.78], [-2.28, -1.04, -0.34], [-0.41, 2.29, 0.16], [2.18, 1.48, 0.32], [1.65, -0.85, -1.34], [-0.29, -1.90, 0.58]],
  "mulliken_charge": [-0.582, 0.222, -0.460, -0.388, -0.065, -0.496, -0.063, 0.258, 0.257, 0.383, 0.392, 0.345, 0.196],
  "smiles": "Nc1ccc(O)[nH]1",
  "e_homo_ev": -7.35,
  "de_lowest_kj_mol": 226.52,
  "lumo_ev": 0.603
}


{
  "formula": "C28H33NO6SSr",
  "method": "wB97M-V/def2-TZVPD",
  "elements": ["Sr", "O", "C", "C", "N", "C", "C", "O", "O", "C", "C", "O", "O", "H", "H", "H", "H", "H", "H", "H", "H", "H", "C", "C", "C", "C", "C", "C", "C", "C", "C", "C", "H", "H", "H", "H", "H", "H", "H", "H", "H", "H", "H", "H", "H", "H", "O", "S", "C", "C", "C", "C", "C", "C", "C", "C", "C", "C", "C", "C", "H", "H", "H", "H", "H", "H", "H", "H", "H", "H"],
  "positions_angstrom": [[-0.80, -0.61, 0.24], [-0.98, -2.77, 1.61], [0.35, -3.20, 1.95], [1.12, -2.03, 2.54], [1.42, -0.99, 1.56], [1.63, 0.32, 2.21], [0.35, 1.04, 2.69], [0.48, 1.96, 3.48], [-0.74, 0.61, 2.17], [2.46, -1.38, 0.60], [1.95, -1.57, -0.85], [2.43, -2.46, -1.54], [1.03, -0.74, -1.19], [-1.33, -3.33, 0.91], [0.29, -4.01, 2.68], [0.86, -3.58, 1.05], [0.52, -1.60, 3.34], [2.04, -2.42, 2.99], [2.31, 0.24, 3.07], [2.11, 0.98, 1.48], [3.23, -0.62, 0.56], [2.94, -2.31, 0.91], [-3.86, 0.64, -0.60], [-3.53, 1.97, -1.27], [-4.36, 3.09, -0.65], [-2.04, 2.22, -1.20], [-1.22, 1.92, -2.29], [0.16, 2.05, -2.22], [0.77, 2.52, -1.06], [2.26, 2.63, -0.98], [-0.04, 2.85, 0.02], [-1.43, 2.70, -0.05], [-4.94, 0.44, -0.58], [-3.53, 0.65, 0.44], [-3.40, -0.21, -1.12], [-3.79, 1.90, -2.33], [-4.26, 3.11, 0.44], [-5.42, 2.95, -0.88], [-4.05, 4.07, -1.02], [-1.68, 1.55, -3.21], [0.77, 1.76, -3.07], [2.63, 3.46, -1.59], [2.73, 1.71, -1.34], [2.59, 2.80, 0.04], [0.40, 3.19, 0.95], [-2.02, 2.91, 0.84], [-1.57, -2.39, -1.25], [-1.37, -1.74, -2.63], [-2.92, -2.01, -3.45], [-3.79, -3.00, -3.03], [-5.01, -3.14, -3.69], [-5.33, -2.30, -4.74], [-4.45, -1.30, -5.15], [-3.24, -1.15, -4.49], [-0.28, -2.84, -3.51], [0.45, -2.32, -4.56], [1.32, -3.15, -5.24], [1.46, -4.47, -4.85], [0.73, -4.97, -3.77], [-0.15, -4.15, -3.09], [-3.53, -3.64, -2.20], [-5.70, -3.91, -3.38], [-6.28, -2.41, -5.25], [-4.71, -0.64, -5.96], [-2.55, -0.37, -4.79], [0.36, -1.27, -4.83], [1.91, -2.77, -6.07], [2.15, -5.12, -5.37], [0.87, -5.99, -3.45], [-0.70, -4.49, -2.23]],
  "mulliken_charge": [1.688, -0.608, -0.338, -1.014, 0.467, -0.620, 0.532, -0.779, -0.827, -0.926, 0.283, -0.774, -0.339, 0.255, 0.486, 0.260, 0.437, 0.400, 0.309, 0.094, 0.554, 0.303, -1.018, 0.505, -1.731, 0.029, -0.060, -0.631, 0.979, -1.781, -0.593, 0.179, 0.550, 0.215, 0.040, 0.471, 0.299, 0.465, 0.398, 0.198, 0.324, 0.462, 0.264, 0.351, 0.369, 0.116, -0.621, 0.869, 0.315, -0.150, -0.834, -0.448, -0.844, -0.179, 0.220, -0.350, -0.719, -0.437, -0.797, -0.184, 0.427, 0.419, 0.406, 0.426, 0.319, 0.394, 0.404, 0.394, 0.399, 0.330],
  "e_homo_ev": -8.50,
  "de_lowest_kj_mol": 89.68,
  "lumo_ev": 0.059
}


Here are the calculated Kohn-Sham gap numbers, same order: 9.037; 8.481; 7.950; 8.556 (eV).
Here are the calculated total energy numbers, same order: -29933.758; -46206.498; -9271.154; -55021.402 (eV).